# C32H96F6N12O23S6

A structure of composition C32H96F6N12O23S6 at a distorted geometry (ωB97M-V/def2-TZVPD, the Open Molecules 2025 dataset).

Geometry as XYZ:
```
175
C32H96F6N12O23S6 | the Open Molecules 2025 dataset | ωB97M-V/def2-TZVPD
C 5.468 -3.952 2.820
H 2.944 3.899 -6.943
H 8.854 -3.172 -1.452
N 5.332 2.937 -0.976
H -0.505 -1.965 0.879
N 8.252 0.964 -0.103
H -0.506 -0.304 -0.911
N 0.353 3.032 -2.174
N 0.015 0.367 -0.266
F -4.584 1.023 0.403
C 3.805 0.770 -5.983
O -2.966 -0.626 0.758
H 3.958 -2.620 2.110
H 6.495 -4.088 3.085
H 0.879 -3.897 3.386
H -8.519 -11.683 6.816
C -9.105 6.953 5.218
C 2.024 0.297 1.340
H -0.474 -0.620 2.016
O 1.375 -3.049 -0.794
H 8.053 1.038 -1.105
O 0.931 3.955 -2.887
F 0.008 -0.813 -2.707
H 6.469 -4.168 0.881
N 5.651 -4.502 1.319
F -3.449 2.757 3.757
H -6.538 4.707 5.393
H -7.973 -9.451 3.971
O -2.844 -2.487 -7.300
H 0.230 2.404 -8.408
O 0.827 -0.868 -4.920
O 0.987 -2.048 2.342
S 0.633 -3.266 -1.944
C -5.675 6.320 4.141
H -7.323 -10.408 7.086
H -2.454 -0.581 -6.527
H -3.951 -1.200 -3.137
C 9.247 -3.081 -0.433
H -1.823 -1.254 -8.714
C -8.521 -8.302 5.851
C 0.202 7.837 0.289
C 9.405 -0.280 1.629
C 0.980 -0.481 0.536
H -3.087 0.120 -4.158
H -8.060 -5.850 5.156
O -7.841 6.335 5.000
O 8.277 -2.599 0.460
H 3.860 0.021 -5.188
H -7.484 6.281 3.031
H -4.706 7.509 2.780
H -7.163 -10.570 4.985
C 0.382 8.469 -2.121
O -4.309 0.165 2.625
H -3.926 5.959 2.962
H 5.630 -5.498 1.474
H -5.856 4.210 3.932
H 0.579 7.161 1.105
C -3.407 -1.820 -5.130
H -4.206 -0.961 -6.771
H 8.688 -0.818 2.272
O 5.119 -6.272 3.304
H 4.825 0.876 -6.307
F 5.587 0.860 -2.267
O 1.240 2.658 -6.594
H -8.566 -11.013 4.081
C -7.771 -6.647 4.408
O 4.890 2.927 -3.340
C 4.853 -2.550 2.681
H 8.839 1.755 0.042
H 9.515 -4.093 -0.105
C 2.653 2.873 -6.827
H -0.021 -3.823 1.892
O 3.361 1.765 -1.887
H -1.212 7.093 2.292
H 7.606 -1.371 -1.009
H -0.855 6.043 -1.206
H -1.337 -2.244 -5.188
C 0.153 -1.319 1.445
C -8.413 -10.575 6.961
H -2.069 8.564 1.882
H 2.789 -0.344 1.716
O 0.127 1.926 -2.686
C -7.134 6.798 3.928
H 5.551 -1.850 2.144
H -9.915 -9.893 5.439
H -2.346 -3.563 -4.925
H -1.750 -2.996 -8.974
O -1.211 7.710 0.217
H 0.952 9.337 -1.843
N 1.083 -2.990 -3.428
H 4.473 -4.595 4.567
H -7.539 -8.266 6.218
H 3.006 2.339 -7.693
H 1.664 0.928 2.113
H 3.585 -4.988 3.034
N -5.770 4.851 4.739
O -8.626 -7.736 4.543
C -2.385 -2.226 -8.638
H 0.292 5.705 -2.346
H -5.203 6.941 4.991
H 1.513 -0.991 -0.272
H 3.178 0.436 -6.754
C 3.341 2.113 -5.590
H 9.586 0.745 2.059
H 0.456 8.858 0.500
H 10.211 -2.536 -0.403
O 0.105 3.286 -0.975
N -2.208 -2.590 -4.697
O -0.764 -3.188 -2.001
N -2.421 1.559 1.676
N -8.048 -10.283 4.574
H 1.776 7.251 -0.873
H 4.188 2.772 -5.271
C 0.698 7.392 -0.991
C -3.236 -1.355 -6.530
H -9.170 -7.737 6.569
H 4.872 -4.203 0.803
H 10.323 -0.897 1.745
O 3.698 2.920 0.942
C -1.842 7.554 1.525
S -3.577 0.434 1.429
H 0.652 7.918 -3.051
C 0.425 3.171 -7.662
S -2.619 2.999 2.247
H -9.725 6.137 5.480
S 4.659 2.232 -2.153
H 0.907 4.044 -8.041
H 7.295 1.055 0.293
N 2.325 2.038 -4.599
H 4.566 -2.149 3.642
F 0.906 -4.989 -2.217
C -8.890 -9.813 5.739
H 9.801 -0.447 -0.505
H -2.767 6.972 1.431
H 5.277 -8.224 3.482
H -9.428 7.539 4.344
O 5.669 1.290 0.966
O 2.386 -0.628 -3.252
S 5.012 2.526 0.536
H -4.184 -2.607 -5.070
H 0.493 5.301 -0.802
H 0.386 0.889 -1.013
O -3.493 3.750 1.425
H -8.997 -10.297 7.828
H -8.948 7.606 6.116
H -0.666 -2.890 3.286
H -0.703 0.879 0.377
H -4.823 -0.345 -4.450
C -3.852 -0.706 -4.109
C 8.938 -0.351 0.184
S 1.238 -1.344 -3.714
H 7.009 -1.144 0.764
H 2.694 1.884 -3.641
H -3.171 -2.184 -9.373
C -4.895 6.412 2.899
H -6.710 -6.842 4.451
H -0.507 3.519 -7.198
H -4.849 4.550 5.099
C 4.464 -7.476 3.570
H 1.699 2.886 -4.579
N 0.185 6.073 -1.378
H 3.702 -7.761 2.813
C 4.564 -4.983 3.506
H 2.484 0.935 0.576
H 1.677 1.284 -4.880
H 3.988 -7.460 4.542
H -0.653 8.686 -2.056
F 6.068 3.531 1.275
C 7.843 -1.362 0.048
H -2.081 -2.452 -3.639
H -5.420 6.055 2.031
C 0.220 -3.210 2.764
H -7.910 -6.227 3.418
O -1.442 3.575 2.883
H -7.058 7.816 3.775
```

LUMO energy, eV: -6.16
E_tot, eV: -180989.5595
Frontier orbital gap, Eh: 0.36354
Spin multiplicity: 1
Highest occupied orbital energy, eV: -16.1
Charge: +4

Here are the Löwdin charges for atoms 1 to 99, given in e: number 1, C, carries -0.21; number 2, H, carries 0.12; number 3, H, carries 0.11; number 4, N, carries -0.29; number 5, H, carries 0.11; number 6, N, carries 0.22; number 7, H, carries 0.15; number 8, N, carries -0.51; number 9, N, carries 0.22; number 10, F, carries -0.14; number 11, C, carries -0.02; number 12, O, carries -0.27; number 13, H, carries 0.06; number 14, H, carries 0.15; number 15, H, carries 0.10; number 16, H, carries 0.11; number 17, C, carries -0.03; number 18, C, carries 0.00; number 19, H, carries 0.13; number 20, O, carries -0.23; number 21, H, carries 0.16; number 22, O, carries -0.07; number 23, F, carries -0.27; number 24, H, carries 0.12; number 25, N, carries 0.26; number 26, F, carries -0.29; number 27, H, carries 0.15; number 28, H, carries 0.15; number 29, O, carries -0.17; number 30, H, carries 0.09; number 31, O, carries -0.23; number 32, O, carries -0.18; number 33, S, carries 0.52; number 34, C, carries -0.27; number 35, H, carries 0.10; number 36, H, carries 0.14; number 37, H, carries 0.09; number 38, C, carries -0.08; number 39, H, carries 0.11; number 40, C, carries -0.16; number 41, C, carries -0.21; number 42, C, carries -0.01; number 43, C, carries -0.31; number 44, H, carries 0.10; number 45, H, carries 0.12; number 46, O, carries -0.21; number 47, O, carries -0.19; number 48, H, carries 0.08; number 49, H, carries 0.14; number 50, H, carries 0.12; number 51, H, carries 0.16; number 52, C, carries 0.02; number 53, O, carries -0.26; number 54, H, carries 0.06; number 55, H, carries 0.14; number 56, H, carries 0.17; number 57, H, carries 0.15; number 58, C, carries -0.34; number 59, H, carries 0.14; number 60, H, carries 0.09; number 61, O, carries -0.21; number 62, H, carries 0.10; number 63, F, carries -0.22; number 64, O, carries -0.22; number 65, H, carries 0.18; number 66, C, carries -0.11; number 67, O, carries -0.23; number 68, C, carries -0.01; number 69, H, carries 0.16; number 70, H, carries 0.11; number 71, C, carries -0.10; number 72, H, carries 0.08; number 73, O, carries -0.27; number 74, H, carries 0.09; number 75, H, carries 0.14; number 76, H, carries 0.19; number 77, H, carries 0.16; number 78, C, carries -0.23; number 79, C, carries -0.03; number 80, H, carries 0.10; number 81, H, carries 0.07; number 82, O, carries -0.01; number 83, C, carries -0.22; number 84, H, carries 0.09; number 85, H, carries 0.16; number 86, H, carries 0.17; number 87, H, carries 0.07; number 88, O, carries -0.19; number 89, H, carries 0.09; number 90, N, carries -0.28; number 91, H, carries 0.17; number 92, H, carries 0.11; number 93, H, carries 0.12; number 94, H, carries 0.09; number 95, H, carries 0.13; number 96, N, carries 0.24; number 97, O, carries -0.20; number 98, C, carries -0.06; number 99, H, carries 0.14


# C5H5N

A cluster of 2 separate species, C5H5N in total at a distorted geometry (ωB97M-V/def2-TZVPD, the Open Molecules 2025 dataset).

Geometry as XYZ:
```
11
C5H5N | the Open Molecules 2025 dataset | ωB97M-V/def2-TZVPD
C -0.997 -2.089 -1.255
H -1.879 -1.830 -1.858
C 0.148 1.163 2.375
H -0.725 -3.158 -1.169
H -0.226 0.173 2.397
N 0.715 2.090 2.586
C 0.801 1.213 -0.428
C 0.267 0.091 -0.840
H 1.873 1.321 -0.395
H 0.235 2.085 -0.361
C -0.211 -1.058 -1.054
```

LUMO energy, eV: -0.02
SMILES string: C=C=C=C.C#N
E_tot, eV: -6751.6773
Frontier orbital gap, Eh: 0.32464
ΔE to the lowest compared entry with this formula, charge and spin, kJ/mol: 408.2
Spin multiplicity: 1
Highest occupied orbital energy, eV: -8.9

Table of natural (NBO) atomic charges, one value per atom, all in e: number 1, C, carries -0.44; number 2, H, carries 0.22; number 3, C, carries 0.08; number 4, H, carries 0.22; number 5, H, carries 0.23; number 6, N, carries -0.31; number 7, C, carries -0.40; number 8, C, carries -0.03; number 9, H, carries 0.22; number 10, H, carries 0.22; number 11, C, carries -0.01


# C29H60N9O6P3S

A structure of composition C29H60N9O6P3S at a distorted geometry (ωB97M-V/def2-TZVPD, the Open Molecules 2025 dataset).

Geometry as XYZ:
```
108
C29H60N9O6P3S | the Open Molecules 2025 dataset | ωB97M-V/def2-TZVPD
N -5.317 2.189 -4.444
C 0.282 -2.803 2.882
C 8.138 0.246 -1.049
C 7.540 -0.135 1.163
C 4.146 -1.876 -2.240
H -7.427 2.216 -4.745
H -4.275 -1.310 0.770
H 5.975 -1.574 -3.974
C -2.932 3.030 -1.416
C -0.350 -3.957 3.271
H -6.987 5.027 -1.929
H 0.223 -5.300 1.639
H 5.271 3.241 -1.877
C 0.652 -1.688 -0.288
C 1.509 -5.692 3.409
S -3.291 -4.362 5.656
N -2.186 -4.988 4.642
H 2.241 -0.179 4.456
H -7.523 5.707 -3.475
C -1.452 -3.966 4.187
C -2.898 -2.084 -0.752
O -0.599 -2.079 -2.273
C -1.904 -2.708 4.758
O -1.781 -1.204 -0.558
C -2.565 3.653 -3.626
H -6.817 0.863 -3.768
H -1.683 4.165 -3.231
H 2.054 -1.950 1.885
H -1.483 0.681 4.398
H 1.391 -6.590 4.035
H -2.541 2.023 -1.610
H -4.952 2.028 -6.496
H 6.705 2.322 -2.114
H -4.546 5.914 -2.468
H 7.902 -1.169 1.106
H 3.283 2.415 -1.729
H 0.510 -1.679 6.287
H 2.216 -5.937 2.595
H -2.792 -0.294 5.092
C -4.220 -1.427 -0.326
H -5.085 -2.046 -0.622
H 1.479 -3.723 -0.165
H 1.508 -1.509 -0.979
H -3.605 2.971 -0.564
C -4.953 5.765 -3.469
O 5.521 -1.468 0.401
N 5.423 -1.202 -1.992
O 1.666 0.553 4.193
H -2.841 4.245 -4.495
H -3.021 -2.442 -1.784
C 5.928 -0.737 -3.272
N -1.692 0.612 7.268
H 2.945 0.781 -1.178
C 1.452 -2.869 1.903
H -2.259 2.653 -3.968
H -0.123 -3.508 0.569
H -0.595 -6.075 3.092
H -5.583 6.630 -3.695
C -1.219 -1.512 4.353
P -5.221 2.974 -2.895
H -0.366 1.934 3.141
H 5.301 0.037 -3.732
H -1.142 0.580 8.131
C -0.176 -1.504 3.458
C 3.653 1.612 -1.091
H 4.230 -2.600 -3.051
N -3.596 3.590 -2.601
C 5.838 2.403 -1.462
H 0.238 -0.972 7.883
C -4.948 2.791 -5.713
H -4.159 5.815 -4.209
O -5.001 1.730 -2.066
H 7.971 0.754 -1.994
H 6.946 -0.366 -3.213
C 0.122 -5.327 2.730
H 1.912 -4.848 3.988
C -1.697 -0.199 5.013
C -7.066 4.836 -3.005
N 7.014 0.323 -0.128
H 9.000 0.766 -0.622
C -1.058 -0.094 6.414
P 5.398 -0.265 -0.515
H -6.580 0.859 -5.509
H -2.736 -2.969 -0.106
H 0.620 -0.810 0.381
H 3.632 1.960 -0.053
C 0.867 -3.037 0.443
C -0.631 -1.684 -1.127
H -5.634 3.586 -6.032
H 8.376 0.493 1.482
N 5.029 1.182 -1.493
H -7.756 3.998 -3.145
N -5.730 4.530 -3.600
O -0.327 1.225 2.476
H -2.091 3.660 -1.114
H 8.431 -0.794 -1.259
H 6.788 -0.084 1.947
H -3.938 3.186 -5.714
H -4.377 -0.430 -0.793
P 0.736 0.029 2.903
H 2.137 -3.701 2.116
N -2.917 -2.766 5.620
H 6.148 2.689 -0.455
H 1.113 -0.034 6.646
C -6.598 1.501 -4.627
H 3.819 -2.425 -1.354
H 3.359 -1.153 -2.507
C 0.280 -0.736 6.806
```

LUMO energy, eV: -0.83
E_tot, eV: -95438.6386
Frontier orbital gap, Eh: 0.26960
Spin multiplicity: 1
Highest occupied orbital energy, eV: -8.2

Here are the Löwdin charges for atoms 1 to 99, given in e: number 1, N, carries -0.31; number 2, C, carries -0.16; number 3, C, carries -0.15; number 4, C, carries -0.16; number 5, C, carries -0.15; number 6, H, carries 0.07; number 7, H, carries 0.07; number 8, H, carries 0.08; number 9, C, carries -0.15; number 10, C, carries -0.14; number 11, H, carries 0.08; number 12, H, carries 0.10; number 13, H, carries 0.08; number 14, C, carries -0.10; number 15, C, carries -0.09; number 16, S, carries 1.01; number 17, N, carries -0.23; number 18, H, carries 0.05; number 19, H, carries 0.08; number 20, C, carries -0.29; number 21, C, carries -0.23; number 22, O, carries 0.11; number 23, C, carries -0.33; number 24, O, carries -0.02; number 25, C, carries -0.15; number 26, H, carries 0.07; number 27, H, carries 0.08; number 28, H, carries 0.07; number 29, H, carries 0.09; number 30, H, carries 0.07; number 31, H, carries 0.08; number 32, H, carries 0.08; number 33, H, carries 0.07; number 34, H, carries 0.09; number 35, H, carries 0.08; number 36, H, carries 0.08; number 37, H, carries 0.07; number 38, H, carries 0.07; number 39, H, carries 0.12; number 40, C, carries -0.07; number 41, H, carries 0.08; number 42, H, carries 0.12; number 43, H, carries 0.10; number 44, H, carries 0.07; number 45, C, carries -0.13; number 46, O, carries -0.30; number 47, N, carries -0.31; number 48, O, carries -0.28; number 49, H, carries 0.04; number 50, H, carries 0.12; number 51, C, carries -0.15; number 52, N, carries 0.12; number 53, H, carries 0.06; number 54, C, carries -0.15; number 55, H, carries 0.09; number 56, H, carries 0.10; number 57, H, carries 0.09; number 58, H, carries 0.08; number 59, C, carries -0.18; number 60, P, carries 0.76; number 61, H, carries 0.06; number 62, H, carries 0.08; number 63, H, carries 0.04; number 64, C, carries -0.19; number 65, C, carries -0.14; number 66, H, carries 0.08; number 67, N, carries -0.32; number 68, C, carries -0.13; number 69, H, carries 0.08; number 70, C, carries -0.14; number 71, H, carries 0.07; number 72, O, carries -0.30; number 73, H, carries 0.04; number 74, H, carries 0.05; number 75, C, carries -0.15; number 76, H, carries 0.07; number 77, C, carries -0.09; number 78, C, carries -0.15; number 79, N, carries -0.32; number 80, H, carries 0.08; number 81, C, carries -0.38; number 82, P, carries 0.78; number 83, H, carries 0.08; number 84, H, carries 0.12; number 85, H, carries 0.07; number 86, H, carries 0.08; number 87, C, carries -0.14; number 88, C, carries -0.46; number 89, H, carries 0.08; number 90, H, carries 0.08; number 91, N, carries -0.28; number 92, H, carries 0.07; number 93, N, carries -0.28; number 94, O, carries -0.27; number 95, H, carries 0.08; number 96, H, carries 0.09; number 97, H, carries 0.07; number 98, H, carries 0.05; number 99, H, carries 0.06